{"formula": "C8H14N3OReS4SbSe", "method": "ωB97M-V/def2-TZVPD", "spin_multiplicity": 1, "orbital_gap_ev": 6.054, "largest_force_ha_per_bohr": 0.0143, "homo_ev": -18.44, "lumo_energy_ev": -12.39, "e_above_lowest_ev": 0.0000, "charge": 3, "total_energy_ha": -4864.43329, "elements": ["Re", "N", "C", "O", "C", "C", "H", "H", "H", "H", "H", "H", "S", "Sb", "S", "S", "S", "C", "N", "C", "C", "N", "C", "C", "Se", "H", "H", "H", "H", "H", "H", "H", "H"], "coordinates": [[-0.543052, -0.113685, -1.731022], [3.278477, 1.271759, -2.894651], [2.023086, 1.173404, -2.565379], [1.520628, 0.033817, -2.264072], [1.091007, 2.335903, -2.477993], [-0.338681, 1.809384, -2.601411], [3.869389, 0.449529, -2.927107], [3.683989, 2.156408, -3.169388], [1.291955, 3.085432, -3.247286], [1.256007, 2.821672, -1.511302], [-0.593630, 1.594823, -3.645587], [-1.075557, 2.499082, -2.201424], [-2.804978, -4.138941, -5.212073], [-2.632666, -3.410970, -3.222894], [-2.496431, 0.092262, -1.195000], [-0.566153, -1.634056, -3.255822], [-3.237645, -3.234069, -1.160502], [1.733188, -1.987259, 2.800651], [0.576480, -1.096665, 2.999172], [-0.017095, -0.894980, 4.211342], [-1.055869, -0.041715, 4.013279], [-1.086020, 0.267002, 2.679514], [-2.086819, 1.160598, 2.106229], [-0.083314, -0.387573, 2.061648], [0.710000, -0.336628, 0.323941], [2.008724, -2.380076, 3.774084], [2.569336, -1.423217, 2.393411], [1.454225, -2.807091, 2.142537], [0.342850, -1.363902, 5.111553], [-1.769520, 0.366099, 4.709136], [-2.701426, 1.534469, 2.919837], [-2.721154, 0.601364, 1.425856], [-1.599328, 1.997832, 1.610739]], "forces_ev_per_a": [[0.34, -0.14, -0.64], [-0.07, 0.05, -0.05], [-0.04, -0.09, 0.05], [0.14, 0.17, 0.16], [0.02, 0.04, -0.10], [-0.08, -0.08, -0.07], [0.00, 0.00, 0.01], [0.01, 0.00, 0.00], [0.02, -0.01, 0.02], [-0.02, -0.01, 0.00], [-0.04, 0.13, -0.01], [0.03, 0.05, -0.04], [0.06, -0.19, -0.53], [-0.17, 0.06, 0.10], [-0.36, -0.04, 0.36], [0.15, 0.04, 0.28], [-0.16, 0.06, 0.36], [-0.03, 0.06, -0.02], [-0.14, -0.07, 0.03], [-0.01, 0.06, 0.00], [0.04, -0.06, -0.03], [0.16, -0.12, 0.07], [0.06, 0.06, -0.07], [-0.09, -0.19, -0.01], [0.19, 0.21, 0.26], [0.03, -0.03, -0.02], [0.01, -0.04, 0.01], [0.04, 0.01, 0.00], [0.00, 0.00, 0.00], [0.00, 0.00, 0.00], [0.02, 0.05, -0.03], [-0.07, 0.04, -0.03], [-0.04, -0.01, -0.06]]}